Molecular formula: C5H8O
Method: DFT, ωB97M-V/def2-TZVPD

Values from the calculation:
SMILES: C[C@]12CC[C@H]1O2
E_tot: -7359.913 eV
lowest unoccupied orbital energy: 1.14 eV
strongest force on any atom: 0.35 eV/A
charge: 0
energy above the lowest of the compared OMol25 structures with the same formula, charge and spin: 54.0 kcal/mol
gap between HOMO and LUMO: 0.390 Ha

Last column: natural (NBO) charge in e.
Geometry (Å):
1 C -1.036 1.513 0.585  -0.628
2 C -0.194 0.322 0.263  0.212
3 C 0.097 -0.212 -1.144  -0.412
4 C 0.941 -1.337 -0.500  -0.423
5 C 0.321 -0.934 0.850  0.050
6 O 0.978 0.297 1.101  -0.503
7 H -1.965 1.576 0.015  0.215
8 H -1.226 1.595 1.657  0.228
9 H -0.406 2.366 0.297  0.223
10 H -0.831 -0.658 -1.527  0.207
11 H 0.520 0.444 -1.910  0.201
12 H 1.998 -1.061 -0.464  0.222
13 H 0.818 -2.345 -0.893  0.208
14 H -0.013 -1.566 1.669  0.201